Density functional theory data (ωB97M-V/def2-TZVPD) for a cluster of 2 separate species, C4H11NO in total at a distorted geometry.

The geometry in XYZ format:
```
17
Properties=species:S:1:pos:R:3
C -1.883 0.315 1.896
C -0.372 0.258 2.107
C 0.458 -0.319 0.856
C 1.666 0.345 0.709
N 2.298 0.492 -0.428
H -2.299 0.005 0.842
H -2.281 1.324 2.158
H -2.384 -0.326 2.770
H 0.001 1.290 2.265
H -0.101 -0.215 3.021
H -0.098 -1.140 0.222
H 2.059 0.802 1.678
H 3.242 0.864 -0.358
H 2.049 -0.021 -1.201
O -0.843 -1.217 -5.881
H -0.399 -0.561 -5.357
H -1.113 -1.895 -5.300
```

HOMO: -7.39 eV
Spin multiplicity: 1
Energy: -7861.7444 eV
SMILES string: CC/C=C/N.O
HOMO-LUMO gap: 7.955 eV
Energy relative to the best compared isomer or geometry (same formula, charge and spin): 271.05 kJ/mol